# 1
18
Properties=species:S:1:pos:R:3:forces:R:3:lowdin_charge:R:1 method="wB97M-V/def2-TZVPD" homo_lumo_gap_ev=3.07 total_charge=+2 e_homo_ev=-16.1
Zr -0.26762 -0.67591 -0.67420 4.123 1.677 4.321 2.2298
Zr -3.41999 1.81822 -1.02757 5.682 -4.578 2.999 2.3039
C -2.13928 0.66997 1.30623 2.295 4.746 -6.874 -0.3856
O -2.36717 0.06762 0.13891 -6.833 -6.218 -6.794 -0.3098
O -2.95792 1.71777 1.11388 -1.530 2.066 1.228 -0.1223
O -0.93444 0.80264 0.85730 4.391 1.971 6.802 -0.0444
C -0.69321 0.75694 -3.12663 0.265 0.553 -2.081 -0.7453
O -1.67692 0.98381 -2.21485 -4.953 1.866 4.004 -0.2776
O -0.70039 1.20142 -4.21738 0.177 -0.170 0.471 0.2558
O 0.14483 -0.04672 -2.52243 1.022 -1.591 0.847 -0.1521
N 2.46744 0.64300 0.90291 0.355 -0.242 2.518 -0.5211
O 1.62670 0.36501 -0.06382 -3.281 -1.306 -3.215 -0.1685
O 3.54952 0.16490 0.85991 0.419 -0.190 -0.713 0.2114
O 2.03682 1.31873 1.81433 -0.611 0.362 -0.389 0.1626
N 1.35215 -2.46377 1.77887 2.858 -2.822 -1.586 -0.5216
O 1.54297 -3.51478 1.18422 -0.744 0.187 0.221 0.1110
O 2.07208 -2.05941 2.63394 -1.142 1.307 0.609 0.1781
O 0.36443 -1.74944 1.25637 -2.494 2.382 -2.367 -0.2043



# 2
9
Properties=species:S:1:pos:R:3:forces:R:3:lowdin_charge:R:1 method="wB97M-V/def2-TZVPD" homo_lumo_gap_ev=7.68 total_charge=-2 smiles="N#CC(=O)N=S(=O)([O-])[O-]" e_homo_ev=-0.8
N -2.23344 0.74485 -2.42780 -1.661 0.062 -1.940 0.0612
C -1.45060 0.74772 -1.60694 1.003 0.249 1.226 -0.2010
C -0.50452 0.77612 -0.44465 -0.836 2.126 0.306 -0.7309
O -0.32937 1.89278 0.07557 0.248 0.200 -0.213 -0.0677
N -0.18465 -0.42061 -0.19503 1.146 -1.910 0.362 -0.0708
S 0.94479 -0.80557 0.96293 2.951 -1.957 -1.688 0.3651
O 0.46943 -0.43444 2.27337 -0.302 0.736 0.830 -0.4076
O 2.29485 -0.21501 0.56696 -2.567 -0.449 0.763 -0.4676
O 0.99350 -2.28585 0.79557 0.017 0.944 0.355 -0.4807



# 3
6
Properties=species:S:1:pos:R:3:forces:R:3:lowdin_charge:R:1 method="wB97M-V/def2-TZVPD" homo_lumo_gap_ev="5.83 / 5.84" e_homo_ev="-10.7 / -10.7"
C 2.29713 0.35895 -0.64900 -0.946 -0.096 1.695 -0.8027
C -2.26923 -0.27711 0.64180 -0.344 -0.446 0.212 -0.8206
N 2.72444 0.80814 -1.61908 0.363 -0.019 -0.639 0.0976
N -3.22693 -0.32553 1.29294 -0.053 0.335 0.298 0.1173
S 1.59901 -0.08550 0.84388 -1.459 -0.141 -1.914 0.6700
S -1.12442 -0.47895 -0.51054 2.439 0.367 0.347 0.7384



no.,E_tot (eV)
1,-32149.4499
2,-24079.1217
3,-26720.6841